(1)
Entry from OMol25: a structure of composition C12H20EuI2O4SSiYb at a distorted geometry (wB97M-V/def2-TZVPD).

```
42
Properties=species:S:1:pos:R:3:forces:R:3
I 4.081 -2.381 -0.679 0.826 -0.383 -0.439
I 3.976 2.621 -0.710 0.748 0.433 -0.325
Yb 1.283 1.812 -0.031 -0.597 -0.970 -0.208
Eu 1.282 -1.879 0.165 -1.118 0.571 0.244
S 0.745 -0.048 -1.821 1.079 -0.012 2.547
C -0.879 -3.131 -1.116 -2.992 -1.552 -2.438
C -0.566 -3.243 1.696 -3.026 -2.433 2.570
C 0.013 -0.010 -3.484 -0.934 -0.039 -1.712
C 0.487 1.254 -4.192 0.538 0.206 0.255
C -1.500 -0.001 -3.337 -0.289 -0.004 0.319
C 0.496 -1.262 -4.214 0.493 -0.164 0.296
C -0.311 3.094 1.474 -3.217 3.466 3.802
C -0.756 3.018 -0.961 -4.479 2.934 -3.138
O -1.352 -3.843 2.283 3.116 2.410 -2.348
O -1.759 -3.580 -1.700 3.181 1.608 2.205
O -1.034 3.786 2.055 3.319 -3.261 -2.742
O -1.660 3.597 -1.396 4.208 -2.764 2.126
H 0.102 1.260 -5.218 0.058 -0.004 0.216
H 1.584 1.287 -4.228 -0.213 0.019 -0.184
H 0.133 2.164 -3.687 -0.054 -0.150 -0.148
H -1.963 0.006 -4.330 0.127 0.000 0.113
H -1.844 0.887 -2.798 -0.032 -0.045 -0.121
H -1.862 -0.880 -2.802 -0.038 0.007 -0.104
H 0.116 -1.258 -5.241 0.053 -0.008 0.209
H 0.157 -2.179 -3.712 -0.047 0.172 -0.211
H 1.596 -1.276 -4.239 -0.270 -0.049 -0.218
C -0.435 0.042 3.399 0.108 0.046 -0.597
Si 1.423 -0.183 3.258 -0.439 0.098 3.238
C 2.215 1.041 4.449 0.194 -0.105 -0.516
C 1.851 -1.910 3.877 0.264 0.063 -0.779
C 2.121 0.118 1.565 -0.062 0.250 -2.535
H -0.712 -0.241 4.426 0.017 0.104 -0.250
H -1.027 -0.581 2.715 -0.121 0.097 0.120
H -0.736 1.090 3.255 -0.079 -0.252 0.127
H 1.827 0.913 5.469 0.016 -0.017 -0.275
H 3.305 0.895 4.485 -0.227 0.095 0.056
H 2.022 2.079 4.142 0.044 -0.088 0.145
H 1.392 -2.740 3.315 0.108 -0.096 0.236
H 2.941 -2.049 3.869 -0.215 -0.086 0.082
H 1.511 -1.997 4.920 -0.012 -0.004 -0.296
H 2.640 1.118 1.584 0.094 -0.520 0.456
H 3.001 -0.550 1.386 -0.128 0.429 0.224
```
Positions in Å, forces in eV/Å.

* highest occupied orbital energy (spin up / spin down): -21.60 / -21.60 eV
* Kohn-Sham gap (spin up / spin down): 0.24888 / 0.17544 Eh
* calculated total energy: -106683.8754 eV
* spin multiplicity: 8
* charge: +4
* ⟨S²⟩: 15.77

Atom charges from the natural (NBO) analysis, given in e for atoms 1 to 2: I 0.41; I 0.44


(2)
Entry from OMol25: a cluster of 2 separate species, C13H9FN2O9PS2 in total at a distorted geometry (wB97M-V/def2-TZVPD).

```
37
Properties=species:S:1:pos:R:3:forces:R:3
N 2.951 -3.049 3.563 -0.383 -0.772 0.230
C 2.626 -2.736 2.507 0.520 2.141 -1.955
O 2.539 -1.972 1.352 -0.059 0.088 2.302
C 2.146 -0.674 1.697 -2.522 1.235 -0.043
C 0.721 -0.324 1.478 1.613 1.185 1.940
S -0.372 -1.565 0.742 0.071 0.297 -0.393
C 0.313 1.049 1.857 1.657 -0.474 -0.337
C -1.189 1.465 1.612 1.290 -0.306 -0.158
O -2.068 1.088 2.299 -0.008 0.322 -0.390
O -1.418 2.284 0.483 -0.659 -0.948 1.572
F -0.185 2.658 -0.017 0.829 0.244 -0.476
C 1.287 1.984 2.445 0.805 -2.472 -0.630
C 2.655 1.530 2.599 -2.526 0.482 -0.272
N 3.052 0.248 2.219 -1.109 0.292 -1.167
P 4.802 -0.111 2.455 3.971 -0.484 1.192
O 5.590 1.345 2.197 -2.789 -1.768 -1.011
O 5.274 -1.090 1.226 -1.244 1.504 1.028
S 5.209 -0.729 4.216 -0.627 0.258 -0.889
H -1.050 -2.248 1.727 0.818 0.942 0.283
H 1.005 3.011 2.770 0.286 -1.020 -0.383
H 3.407 2.239 3.032 -0.558 -1.136 -0.492
H 5.170 1.815 1.440 0.796 -0.074 0.254
H 5.557 -1.962 1.567 -0.137 0.407 0.021
C -2.796 0.656 -2.380 0.332 -0.364 0.079
C -3.927 1.008 -3.001 0.063 0.981 0.468
C -4.648 0.061 -3.905 -0.186 -0.643 -0.433
O -5.683 0.414 -4.434 0.141 0.329 0.231
C -4.064 -1.264 -4.117 -0.175 0.204 -0.014
C -2.932 -1.612 -3.499 -0.118 -0.796 -0.444
C -2.227 -0.674 -2.574 0.003 0.634 0.228
O -1.204 -1.041 -2.014 -0.081 -0.201 -0.329
O -2.375 -2.827 -3.682 0.109 0.792 0.481
O -4.466 2.227 -2.839 -0.066 -0.902 -0.426
H -2.266 1.331 -1.722 -0.048 0.015 -0.042
H -4.585 -1.934 -4.787 0.018 0.002 0.017
H -1.572 -2.832 -3.129 -0.039 -0.095 -0.100
H -5.275 2.232 -3.388 0.012 0.097 0.058
```
Positions in Å, forces in eV/Å.

* highest occupied orbital energy: -11.74 eV
* Kohn-Sham gap: 0.21673 Eh
* calculated total energy: -68698.5080 eV
* charge: +1

Atom charges from the natural (NBO) analysis, given in e for atoms 1 to 2: N -0.26; C 0.48


(3)
Entry from OMol25: the molecule C17H28INO5 at a distorted geometry (wB97M-V/def2-TZVPD).

```
52
Properties=species:S:1:pos:R:3:forces:R:3
C 3.742 -0.388 0.818 -0.448 0.444 -0.130
C 4.198 0.754 -0.055 1.476 0.559 0.166
O 5.356 1.117 -0.022 -0.884 -0.274 -0.167
N 3.280 1.379 -0.966 -0.411 -0.334 0.063
C 3.119 0.515 -2.132 0.432 -0.188 0.142
C 2.010 1.774 -0.338 0.357 0.242 -0.224
C 0.944 2.213 -1.329 -0.503 -0.307 0.504
C -0.052 1.143 -1.820 0.213 0.639 -0.030
C -1.420 1.147 -1.115 0.276 -0.838 -0.607
C -1.608 0.154 0.022 0.116 1.212 0.408
C -0.978 0.773 1.317 -0.339 -0.751 -0.412
C -1.933 1.267 2.378 0.598 0.478 0.653
C -1.114 1.689 3.600 0.058 -0.230 -0.870
I -3.001 3.033 1.751 -0.159 -0.225 -0.007
O -3.047 0.055 0.227 -0.626 -0.165 0.049
C -3.380 -1.168 0.704 -2.370 -0.648 0.634
O -4.533 -1.555 0.878 2.892 1.091 -0.385
C -2.064 -1.904 0.910 -0.769 -1.062 -0.494
O -2.194 -3.300 0.881 -0.221 0.047 -0.604
C -1.252 -1.321 -0.249 0.618 0.067 0.807
C 0.202 -1.762 -0.091 -0.182 0.421 -0.682
C -1.802 -1.714 -1.617 0.385 -0.509 -0.059
C -1.636 -3.177 -1.940 -0.988 -0.460 -0.134
O -2.574 -3.884 -2.213 0.365 0.185 -0.057
H 2.945 -0.060 1.471 -0.238 0.052 0.260
H 4.551 -0.747 1.425 0.413 -0.146 0.093
H 3.334 -1.177 0.202 -0.090 -0.342 -0.189
H 4.095 0.187 -2.461 0.339 0.004 -0.080
H 2.683 1.049 -2.958 -0.317 0.251 -0.238
H 2.541 -0.386 -1.930 -0.283 -0.218 0.035
H 2.234 2.634 0.281 0.167 0.180 0.310
H 1.616 1.012 0.330 -0.180 -0.327 -0.006
H 0.349 2.960 -0.819 -0.132 0.366 0.121
H 1.394 2.735 -2.157 0.335 0.115 -0.333
H -0.255 1.388 -2.854 -0.086 -0.067 -0.396
H 0.423 0.175 -1.835 0.026 -0.347 0.066
H -1.612 2.146 -0.766 -0.278 0.379 0.250
H -2.174 0.925 -1.861 -0.271 -0.038 -0.122
H -0.341 1.603 1.063 0.300 0.285 -0.269
H -0.332 0.033 1.784 0.110 -0.081 0.251
H -2.633 0.516 2.701 -0.599 -0.110 -0.231
H -0.505 0.843 3.901 0.001 -0.235 0.411
H -0.426 2.459 3.284 0.213 0.425 0.144
H -1.742 2.052 4.395 -0.104 0.064 0.374
H -1.622 -1.647 1.861 0.129 0.598 0.294
H -1.802 -3.668 1.665 0.064 -0.236 0.347
H 0.682 -1.797 -1.061 0.309 0.089 -0.215
H 0.764 -1.086 0.533 0.253 0.091 0.297
H 0.261 -2.766 0.293 -0.048 -0.376 0.324
H -1.229 -1.168 -2.357 0.216 0.145 -0.260
H -2.838 -1.451 -1.765 -0.401 -0.010 0.102
H -0.623 -3.604 -1.963 0.266 0.098 0.095
```
Positions in Å, forces in eV/Å.

* highest occupied orbital energy: -9.54 eV
* Kohn-Sham gap: 0.35165 Eh
* calculated total energy: -37910.4249 eV
* SMILES: CC(=O)N(C)CCCC[C@@]1(C[C@@H](C)I)OC(=O)[C@@H](O)[C@@]1(C)CC=O
* energy relative to the best compared isomer or geometry (same formula, charge and spin): 0.0 kJ/mol
* charge: 0

Atom charges from the natural (NBO) analysis, given in e for atoms 1 to 2: C -0.73; C 0.71


(4)
Entry from OMol25: a cluster of 2 separate species, C4H9O3 in total at a distorted geometry (wB97M-V/def2-TZVPD).

```
16
Properties=species:S:1:pos:R:3:forces:R:3
O -0.631 0.142 2.571 0.143 -2.380 -1.258
C -0.605 -1.139 2.575 0.054 0.787 -1.783
O -0.510 -2.064 1.639 -0.402 2.674 2.456
H -0.692 -1.454 3.602 -0.014 -1.297 0.898
C -0.515 0.736 -1.998 0.385 -0.471 -0.594
C -0.100 0.193 -0.615 1.487 -0.736 -1.381
C 1.250 0.778 -0.096 -0.513 0.057 0.243
O 0.033 -1.217 -0.762 -0.036 0.311 -0.936
H -1.484 0.286 -2.306 0.373 0.524 0.429
H 0.183 0.376 -2.785 -0.077 0.293 0.513
H -0.538 1.839 -2.036 -0.170 -0.380 0.049
H -0.917 0.402 0.017 -0.607 0.374 1.352
H 1.145 1.843 0.152 0.007 -0.092 -0.068
H 2.057 0.672 -0.828 -0.246 -0.031 -0.251
H 1.607 0.271 0.815 -0.548 0.079 -0.304
H -0.282 -1.664 0.054 0.164 0.290 0.635
```
Positions in Å, forces in eV/Å.

* highest occupied orbital energy: -4.55 eV
* Kohn-Sham gap: 0.31670 Eh
* calculated total energy: -10437.8310 eV
* energy relative to the best compared isomer or geometry (same formula, charge and spin): 61.2 kJ/mol
* charge: -1

Atom charges from the natural (NBO) analysis, given in e for atoms 1 to 2: O -0.77; C 0.63